Below is a molecular structure, C39H64BrN7O8SSiTi, with properties calculated with ωB97M-V/def2-TZVPD.

Geometry (Å):
Ti: -0.926 -0.840 -0.360
C: 1.837 4.442 -5.688
C: 1.748 2.922 -5.889
C: 0.881 2.616 -7.119
C: 3.155 2.382 -6.142
C: 1.104 2.292 -4.656
C: 1.760 1.355 -3.871
C: 1.112 0.816 -2.775
Br: 1.995 -0.413 -1.649
C: -0.182 1.187 -2.445
O: -0.749 0.598 -1.340
C: -0.870 2.153 -3.190
C: -0.190 2.667 -4.286
C: -2.287 2.610 -2.827
C: -2.329 3.135 -1.382
C: -2.764 3.745 -3.737
C: -3.262 1.436 -2.997
H: 2.288 4.905 -6.567
H: 2.453 4.686 -4.821
H: 0.853 4.893 -5.545
H: 1.337 3.048 -8.010
H: -0.122 3.035 -7.024
H: 0.787 1.539 -7.273
H: 3.569 2.859 -7.030
H: 3.151 1.305 -6.320
H: 3.829 2.598 -5.310
H: 2.767 1.038 -4.097
H: -0.689 3.410 -4.891
H: -1.620 3.955 -1.251
H: -2.095 2.362 -0.651
H: -3.328 3.518 -1.165
H: -2.118 4.621 -3.667
H: -3.766 4.047 -3.428
H: -2.824 3.436 -4.781
H: -2.963 0.576 -2.401
H: -3.311 1.125 -4.042
H: -4.265 1.736 -2.685
O: -4.791 2.999 4.073
C: -3.388 3.107 4.100
C: -2.810 2.162 3.086
C: -1.437 2.104 2.872
C: -0.931 1.222 1.943
N: -1.728 0.420 1.225
C: -3.052 0.478 1.412
C: -3.628 1.327 2.337
C: -3.822 -0.405 0.514
C: -5.199 -0.509 0.555
C: -5.853 -1.310 -0.370
C: -7.348 -1.433 -0.369
O: -7.854 -0.797 0.778
C: -5.082 -1.974 -1.319
C: -3.716 -1.836 -1.292
N: -3.079 -1.079 -0.383
H: -5.175 3.608 4.712
H: -2.979 2.847 5.083
H: -3.050 4.121 3.860
H: -0.758 2.738 3.427
H: 0.135 1.135 1.771
H: -4.696 1.368 2.480
H: -5.776 0.027 1.292
H: -7.613 -2.496 -0.400
H: -7.725 -0.974 -1.290
H: -8.816 -0.812 0.761
H: -5.539 -2.594 -2.080
H: -3.101 -2.323 -2.033
N: -2.360 -3.814 1.964
N: -1.797 -4.938 1.309
C: -1.336 -4.859 0.071
N: -0.915 -5.955 -0.551
N: -1.363 -3.601 -0.457
N: -0.731 -3.362 -1.575
O: -0.110 -4.130 -2.261
O: -0.808 -2.115 -1.920
H: -1.581 -3.218 2.252
H: -2.799 -4.163 2.809
H: -1.932 -5.843 1.732
H: -0.909 -6.846 -0.082
H: -0.437 -5.865 -1.434
C: 3.277 2.284 0.763
C: 3.238 1.571 2.103
C: 2.730 2.495 3.197
C: 4.605 1.005 2.457
O: 2.244 0.500 2.002
Si: 2.364 -1.109 1.925
S: 0.402 -1.816 1.236
O: 2.558 -1.887 3.320
C: 2.091 -1.747 4.683
C: 3.205 -1.094 5.484
C: 0.823 -0.906 4.738
C: 1.825 -3.162 5.172
O: 3.454 -1.584 0.842
C: 4.270 -2.783 0.704
C: 4.988 -2.632 -0.626
C: 5.265 -2.848 1.851
C: 3.349 -3.994 0.697
H: 3.997 3.102 0.799
H: 2.298 2.699 0.513
H: 3.579 1.595 -0.025
H: 3.369 3.375 3.275
H: 2.720 1.991 4.165
H: 1.718 2.831 2.964
H: 5.296 1.823 2.663
H: 5.008 0.417 1.633
H: 4.554 0.377 3.350
H: 3.358 -0.060 5.167
H: 4.138 -1.643 5.353
H: 2.954 -1.090 6.545
H: 0.999 0.090 4.325
H: 0.504 -0.792 5.775
H: 0.015 -1.381 4.179
H: 2.737 -3.758 5.122
H: 1.065 -3.638 4.550
H: 1.476 -3.151 6.205
H: 5.601 -1.731 -0.627
H: 4.273 -2.570 -1.448
H: 5.638 -3.490 -0.801
H: 5.874 -1.943 1.879
H: 5.932 -3.698 1.707
H: 4.757 -2.963 2.808
H: 2.626 -3.913 -0.119
H: 2.812 -4.072 1.645
H: 3.929 -4.907 0.557

Values from the calculation:
2S+1 = 1
Frontier orbital gap = 6.85 eV
M = 946.906 g mol⁻¹
ΔE to the lowest compared entry with this formula, charge and spin = 0.0794 eV
Lowest unoccupied orbital energy = -5.9634 eV
Net charge = +2